Entry 1:
The following is a quantum chemistry calculation of C41H38CdN12O5S2 as an isolated structure, from the Open Molecules 2025 dataset.

Geometry (Å):
Cd (0.080, 2.086, 0.366)
N (-1.402, 3.508, 1.835)
C (-0.785, 4.447, 2.746)
C (0.754, 4.378, 2.701)
O (1.346, 5.116, 3.513)
O (1.288, 3.582, 1.885)
H (-2.068, 3.851, 1.122)
H (-2.008, 2.789, 2.236)
H (-1.062, 4.238, 3.782)
H (-1.056, 5.481, 2.522)
S (-1.703, 0.563, 1.611)
C (-2.533, 0.514, -0.004)
N (-3.556, -0.512, -0.096)
C (-4.572, -0.370, -1.110)
C (-3.946, 0.005, -2.431)
N (-3.320, 1.293, -2.313)
C (-3.573, 2.259, -3.339)
C (-4.999, 2.772, -3.333)
C (-5.507, 3.342, -2.164)
C (-6.809, 3.807, -2.115)
C (-7.634, 3.714, -3.235)
C (-7.136, 3.156, -4.401)
C (-5.825, 2.690, -4.445)
C (-2.480, 1.539, -1.152)
S (-1.849, 3.220, -1.097)
C (-3.887, -1.393, 0.995)
C (-4.214, -2.786, 0.515)
C (-3.305, -3.453, -0.307)
C (-3.568, -4.733, -0.763)
C (-4.747, -5.379, -0.403)
C (-5.654, -4.728, 0.419)
C (-5.385, -3.440, 0.872)
H (-5.286, 0.427, -0.834)
H (-5.130, -1.305, -1.198)
H (-4.719, 0.038, -3.204)
H (-3.208, -0.762, -2.715)
H (-3.356, 1.829, -4.330)
H (-2.882, 3.090, -3.187)
H (-4.854, 3.413, -1.300)
H (-7.188, 4.248, -1.201)
H (-8.654, 4.076, -3.194)
H (-7.768, 3.078, -5.279)
H (-5.438, 2.251, -5.359)
H (-4.725, -1.009, 1.606)
H (-3.019, -1.438, 1.650)
H (-2.394, -2.938, -0.590)
H (-2.852, -5.234, -1.405)
H (-4.955, -6.380, -0.762)
H (-6.576, -5.221, 0.707)
H (-6.099, -2.931, 1.510)
C (3.901, 1.191, 4.648)
N (2.858, 0.804, 3.733)
C (2.575, 1.327, 2.534)
N (1.585, 0.662, 1.983)
C (1.284, -0.284, 2.905)
N (2.032, -0.248, 3.989)
C (5.271, 0.801, 4.135)
C (6.419, 1.450, 4.571)
C (7.672, 1.045, 4.125)
C (7.794, -0.008, 3.233)
C (6.645, -0.653, 2.790)
C (5.394, -0.259, 3.248)
C (6.727, -1.753, 1.830)
N (7.678, -2.597, 1.621)
N (7.227, -3.455, 0.620)
C (6.041, -3.056, 0.311)
O (5.657, -1.979, 1.032)
C (5.088, -3.621, -0.647)
C (5.055, -4.996, -0.851)
C (4.112, -5.529, -1.715)
C (3.217, -4.696, -2.371)
C (3.259, -3.319, -2.183)
C (2.329, -2.422, -2.971)
N (2.147, -1.116, -2.396)
C (1.440, -0.725, -1.323)
N (1.553, 0.567, -1.161)
C (2.353, 0.958, -2.183)
N (2.747, -0.030, -2.960)
C (4.203, -2.784, -1.319)
H (3.695, 0.676, 5.585)
H (3.843, 2.266, 4.827)
H (3.075, 2.182, 2.109)
H (0.478, -0.989, 2.777)
H (6.335, 2.281, 5.262)
H (8.558, 1.563, 4.469)
H (8.762, -0.324, 2.869)
H (4.507, -0.783, 2.915)
H (5.751, -5.632, -0.319)
H (4.068, -6.600, -1.870)
H (2.481, -5.121, -3.044)
H (1.359, -2.909, -3.095)
H (2.744, -2.247, -3.963)
H (0.865, -1.394, -0.700)
H (2.609, 1.997, -2.328)
H (4.251, -1.712, -1.172)
O (1.220, 5.889, -1.466)
C (1.363, 4.706, -1.278)
N (1.516, 3.543, -1.094)
O (-1.527, 0.544, -1.042)

HOMO-LUMO gap = 5.3 eV
total charge = -2
E_HOMO = -1.903 eV
ΔE to the lowest compared entry with this formula, charge and spin = 1.696 eV

Mulliken population analysis, charges in e, atoms 1 to 8: number 1, Cd, carries 3.305; number 2, N, carries -0.311; number 3, C, carries -0.741; number 4, C, carries 0.340; number 5, O, carries -0.858; number 6, O, carries -0.654; number 7, H, carries 0.207; number 8, H, carries 0.223


Entry 2:
The following is a quantum chemistry calculation of the molecule C6H8N4, from the Open Molecules 2025 dataset.

Geometry (Å):
C (-1.669, 1.367, 0.150)
C (-1.046, 1.700, -1.086)
C (0.460, -2.071, -0.155)
C (0.986, -1.228, -1.293)
C (-0.243, -0.219, 0.905)
C (0.776, 0.461, 1.793)
N (-1.523, 0.330, 0.927)
N (-0.175, 0.947, -1.649)
N (-0.082, -1.598, 0.859)
N (0.519, 0.089, -0.930)
H (-2.685, 1.940, 0.400)
H (-1.337, 2.571, -1.766)
H (0.445, -3.158, -0.306)
H (2.029, -1.281, -1.399)
H (0.591, -1.675, -2.243)
H (0.942, -0.180, 2.579)
H (0.355, 1.472, 2.071)
H (1.658, 0.534, 1.145)

multiplicity = 3
HOMO-LUMO gap (alpha / beta) = 6.8 / 6.8 eV
E_HOMO (alpha / beta) = -5.888 / -8.631 eV
ΔE to the lowest compared entry with this formula, charge and spin = 0.518 eV

Mulliken population analysis, charges in e, atoms 1 to 8: number 1, C, carries -0.189; number 2, C, carries -0.147; number 3, C, carries -0.188; number 4, C, carries -0.480; number 5, C, carries 1.238; number 6, C, carries -1.169; number 7, N, carries -0.589; number 8, N, carries -0.772


Entry 3:
The following is a quantum chemistry calculation of a 2-piece molecular cluster, C25H34B2Br2Cl2NO11 overall, from the Open Molecules 2025 dataset.

Geometry (Å):
C (-4.733, -0.154, 0.762)
C (-3.580, -0.889, 1.564)
O (-2.284, -0.755, 0.917)
B (-1.943, -1.822, 0.124)
O (-2.754, -2.924, -0.205)
C (-0.450, -1.781, -0.553)
C (-0.431, -1.607, -2.012)
C (-1.756, -1.430, -2.807)
C (-2.222, 0.083, -2.666)
O (-3.393, 0.336, -2.771)
C (0.876, -1.602, -2.714)
C (1.041, -1.437, -4.245)
O (1.854, -0.630, -4.630)
O (0.319, -2.133, -5.184)
B (-0.149, -1.254, -6.248)
C (-1.590, -0.549, -6.235)
O (0.690, -0.970, -7.351)
C (2.095, -1.777, -1.884)
C (3.503, -1.842, -2.512)
Cl (4.181, -3.476, -2.907)
C (4.288, -0.767, -2.778)
C (3.801, 0.682, -2.467)
Cl (5.927, -1.037, -3.464)
C (1.968, -1.906, -0.420)
C (3.316, -2.054, 0.380)
O (4.176, -0.926, 0.259)
C (3.771, 0.134, 1.130)
O (4.420, 1.363, 0.793)
C (3.545, 2.480, 1.022)
C (2.895, 3.039, -0.306)
O (1.719, 2.302, -0.713)
N (0.714, -1.903, 0.196)
C (0.597, -2.079, 1.633)
Br (0.738, -3.912, 2.342)
C (0.376, -1.096, 2.540)
C (0.216, -1.343, 4.081)
Br (0.231, 0.770, 1.980)
H (-4.880, -0.564, -0.267)
H (-5.677, -0.273, 1.368)
H (-4.532, 0.954, 0.757)
H (-3.864, -1.933, 1.844)
H (-3.502, -0.317, 2.541)
H (-2.348, -3.705, 0.225)
H (-2.560, -2.158, -2.542)
H (-1.541, -1.572, -3.900)
H (-1.457, 0.908, -2.513)
H (-1.596, 0.312, -5.498)
H (-1.897, -0.137, -7.224)
H (-2.371, -1.264, -5.839)
H (1.053, -0.076, -7.201)
H (4.665, 1.395, -2.481)
H (3.419, 0.643, -1.410)
H (2.972, 1.015, -3.137)
H (3.892, -2.926, -0.043)
H (3.163, -2.286, 1.469)
H (3.909, -0.152, 2.208)
H (2.671, 0.303, 0.960)
H (2.751, 2.282, 1.789)
H (4.166, 3.329, 1.432)
H (2.610, 4.128, -0.207)
H (3.700, 3.008, -1.093)
H (0.948, 2.782, -0.363)
H (0.900, -2.129, 4.472)
H (0.386, -0.357, 4.595)
H (-0.871, -1.584, 4.272)
O (-3.485, 0.349, 4.217)
C (-3.248, 1.494, 4.507)
O (-3.156, 2.493, 3.598)
C (-2.758, 3.707, 4.256)
C (-3.143, 3.516, 5.708)
C (-2.970, 2.019, 5.894)
H (-1.680, 3.836, 4.125)
H (-3.271, 4.554, 3.803)
H (-2.547, 4.118, 6.394)
H (-4.193, 3.784, 5.851)
H (-1.947, 1.758, 6.174)
H (-3.679, 1.617, 6.614)

HOMO-LUMO gap = 7.0 eV
total charge = +1
E_HOMO = -11.635 eV

Mulliken population analysis, charges in e, atoms 1 to 8: number 1, C, carries -1.119; number 2, C, carries 0.253; number 3, O, carries -0.233; number 4, B, carries 0.465; number 5, O, carries -0.452; number 6, C, carries 0.394; number 7, C, carries -0.361; number 8, C, carries -0.641


Entry 4:
The following is a quantum chemistry calculation of a 6-piece molecular cluster, C25H51FN3O15 overall, from the Open Molecules 2025 dataset.

Geometry (Å):
C (6.859, -1.657, 0.968)
C (6.927, -1.073, -0.440)
C (7.627, 0.278, -0.493)
C (6.866, 1.288, 0.367)
N (5.412, 1.105, 0.226)
F (4.764, 1.584, 1.350)
C (4.809, 0.021, -0.285)
N (3.509, -0.151, -0.151)
N (5.550, -0.906, -0.973)
H (7.824, -1.552, 1.463)
H (6.107, -1.160, 1.587)
H (6.607, -2.716, 0.939)
H (7.424, -1.786, -1.096)
H (8.664, 0.232, -0.162)
H (7.648, 0.625, -1.529)
H (7.072, 1.203, 1.433)
H (7.106, 2.305, 0.059)
H (2.858, 0.622, -0.105)
H (3.153, -1.095, -0.169)
H (5.511, -0.746, -1.974)
C (0.751, 6.452, -1.240)
C (2.204, 6.374, -0.834)
O (2.351, 5.975, 0.551)
C (2.183, 4.693, 0.812)
O (1.968, 3.818, 0.001)
O (2.293, 4.509, 2.126)
C (1.999, 3.191, 2.592)
H (0.205, 7.121, -0.576)
H (0.687, 6.842, -2.256)
H (0.280, 5.470, -1.214)
H (2.677, 7.351, -0.880)
H (2.766, 5.685, -1.463)
H (2.601, 2.452, 2.067)
H (0.942, 2.965, 2.452)
H (2.241, 3.194, 3.649)
C (2.211, 11.637, -2.960)
C (2.048, 10.944, -4.293)
O (3.322, 10.665, -4.911)
C (3.982, 9.621, -4.426)
O (3.600, 8.875, -3.557)
O (5.144, 9.524, -5.069)
C (5.985, 8.455, -4.628)
H (2.800, 12.547, -3.073)
H (1.230, 11.908, -2.568)
H (2.704, 10.986, -2.240)
H (1.544, 11.584, -5.013)
H (1.490, 10.013, -4.199)
H (5.452, 7.507, -4.667)
H (6.327, 8.637, -3.610)
H (6.827, 8.450, -5.314)
C (-2.781, -2.873, 0.442)
C (-1.873, -2.361, 1.533)
O (-0.698, -1.702, 0.994)
C (-0.898, -0.470, 0.550)
O (-1.917, 0.164, 0.589)
O (0.266, -0.015, 0.049)
C (0.192, 1.296, -0.524)
H (-2.237, -3.539, -0.229)
H (-3.601, -3.430, 0.896)
H (-3.198, -2.054, -0.143)
H (-1.472, -3.181, 2.125)
H (-2.386, -1.671, 2.200)
H (-0.225, 2.020, 0.170)
H (-0.395, 1.287, -1.441)
H (1.214, 1.582, -0.756)
C (-5.321, -7.829, 4.407)
C (-4.018, -7.096, 4.619)
O (-3.985, -5.872, 3.848)
C (-4.678, -4.858, 4.361)
O (-5.256, -4.844, 5.415)
O (-4.618, -3.839, 3.497)
C (-5.372, -2.683, 3.889)
H (-5.477, -8.012, 3.345)
H (-5.302, -8.794, 4.916)
H (-6.161, -7.257, 4.798)
H (-3.174, -7.668, 4.239)
H (-3.842, -6.866, 5.669)
H (-5.092, -2.367, 4.892)
H (-6.438, -2.900, 3.860)
H (-5.125, -1.916, 3.162)
C (-7.970, -9.278, -3.290)
C (-8.257, -9.783, -1.895)
O (-7.191, -9.457, -0.977)
C (-7.176, -8.200, -0.547)
O (-7.973, -7.339, -0.819)
O (-6.126, -8.048, 0.266)
C (-5.979, -6.728, 0.797)
H (-7.015, -9.664, -3.647)
H (-8.754, -9.617, -3.968)
H (-7.943, -8.190, -3.311)
H (-8.302, -10.869, -1.868)
H (-9.192, -9.381, -1.506)
H (-6.894, -6.406, 1.290)
H (-5.728, -6.023, 0.005)
H (-5.161, -6.787, 1.508)

HOMO-LUMO gap = 8.4 eV
total charge = +1
E_HOMO = -11.861 eV

Mulliken population analysis, charges in e, atoms 1 to 8: number 1, C, carries -1.286; number 2, C, carries 0.144; number 3, C, carries -0.660; number 4, C, carries -0.609; number 5, N, carries 0.128; number 6, F, carries -0.180; number 7, C, carries 0.333; number 8, N, carries -0.197


no.,calculated total energy (eV)
1,-97489.2734
2,-12306.0285
3,-216965.3316
4,-64646.2056